--- P ---
Formula: C29H44BrF3IN8O4RbS2
Source: the Open Molecules 2025 dataset
Level of theory: ωB97M-V/def2-TZVPD

Results
gap between HOMO and LUMO: 7.65 eV
E_LUMO: -0.059 eV

Atoms and positions in Å:
Rb (0.494, 0.174, 0.317)
Br (-7.509, 0.152, -3.503)
C (-6.056, -0.455, -2.438)
C (-6.256, -1.510, -1.563)
C (-5.214, -1.917, -0.747)
C (-3.972, -1.279, -0.810)
C (-3.777, -0.283, -1.764)
C (-4.820, 0.158, -2.558)
N (-2.881, -1.632, -0.009)
C (-3.033, -2.168, 1.124)
C (-1.887, -2.710, 1.883)
C (-2.073, -3.888, 2.604)
C (-0.974, -4.492, 3.192)
C (0.258, -3.871, 3.086)
C (0.334, -2.660, 2.410)
N (-0.704, -2.098, 1.807)
H (-7.218, -2.000, -1.516)
H (-5.363, -2.749, -0.071)
H (-2.795, 0.153, -1.853)
H (-4.675, 0.967, -3.261)
H (-4.018, -2.376, 1.560)
H (-3.058, -4.333, 2.666)
H (-1.077, -5.433, 3.716)
H (1.142, -4.311, 3.527)
H (1.269, -2.112, 2.365)
F (0.868, 4.034, 1.377)
C (1.766, 3.341, 2.128)
F (2.955, 3.461, 1.508)
F (1.861, 3.998, 3.299)
C (1.301, 1.849, 2.320)
O (0.129, 1.756, 2.712)
O (2.133, 0.987, 2.027)
N (1.954, 3.736, -1.404)
C (1.098, 2.717, -1.631)
O (1.454, 1.548, -1.606)
C (-0.309, 3.120, -2.007)
I (-0.305, 4.075, -3.924)
H (2.861, 3.503, -1.033)
H (1.614, 4.666, -1.235)
H (-0.736, 3.825, -1.300)
H (-0.940, 2.244, -2.102)
C (-1.324, -3.118, -2.052)
N (-0.121, -3.927, -2.118)
C (-0.145, -5.039, -3.043)
C (0.965, -3.646, -1.379)
O (1.124, -2.695, -0.627)
H (-2.164, -3.736, -1.723)
H (-1.553, -2.693, -3.029)
H (-1.177, -2.314, -1.341)
H (-0.992, -5.691, -2.823)
H (0.777, -5.613, -2.958)
H (-0.244, -4.681, -4.070)
H (1.760, -4.403, -1.517)
C (-1.743, 5.781, 3.884)
C (-2.068, 4.305, 4.119)
N (-1.943, 3.507, 2.917)
C (-2.832, 3.427, 1.924)
S (-2.440, 2.550, 0.547)
N (-4.033, 4.035, 2.079)
C (-5.106, 4.004, 1.093)
C (-4.937, 5.024, -0.029)
H (-1.889, 6.350, 4.803)
H (-2.382, 6.204, 3.107)
H (-0.707, 5.893, 3.567)
H (-3.078, 4.206, 4.532)
H (-1.374, 3.891, 4.848)
H (-1.111, 2.924, 2.798)
H (-4.158, 4.646, 2.868)
H (-6.040, 4.185, 1.626)
H (-5.138, 3.001, 0.669)
H (-4.870, 6.036, 0.375)
H (-5.791, 4.975, -0.707)
H (-4.031, 4.809, -0.591)
C (3.988, 2.157, -3.777)
C (3.379, 1.253, -4.846)
N (1.971, 0.980, -4.625)
C (1.348, -0.100, -4.134)
S (-0.334, -0.160, -4.179)
N (2.026, -1.171, -3.666)
C (3.347, -1.249, -3.051)
C (4.291, -2.156, -3.835)
H (5.060, 2.273, -3.946)
H (3.829, 1.739, -2.783)
H (3.526, 3.145, -3.807)
H (3.918, 0.309, -4.912)
H (3.462, 1.740, -5.820)
H (1.329, 1.715, -4.879)
H (1.388, -1.894, -3.377)
H (3.222, -1.643, -2.040)
H (3.765, -0.251, -2.950)
H (3.849, -3.146, -3.960)
H (5.237, -2.268, -3.302)
H (4.494, -1.754, -4.828)

Results of the Mulliken charge analysis, in e, for atoms 1 through 5: number 1, Rb, carries 0.902; number 2, Br, carries -0.200; number 3, C, carries 0.069; number 4, C, carries -0.772; number 5, C, carries -0.492

--- Q ---
Formula: C29H44BrF3IN8O4RbS2
Source: the Open Molecules 2025 dataset
Level of theory: ωB97M-V/def2-TZVPD

Results
gap between HOMO and LUMO: 8.13 eV
E_LUMO: 0.175 eV

Atoms and positions in Å:
Rb (0.745, -0.103, -0.148)
Br (-6.419, -1.790, -3.713)
C (-5.014, -2.392, -2.586)
C (-4.602, -1.601, -1.526)
C (-3.565, -2.032, -0.715)
C (-2.935, -3.245, -0.975)
C (-3.367, -4.035, -2.036)
C (-4.409, -3.610, -2.845)
N (-1.847, -3.653, -0.187)
C (-0.725, -3.183, -0.505)
C (0.507, -3.546, 0.238)
C (0.438, -4.245, 1.440)
C (1.617, -4.550, 2.092)
C (2.817, -4.154, 1.522)
C (2.781, -3.455, 0.327)
N (1.656, -3.143, -0.309)
H (-5.076, -0.648, -1.340)
H (-3.219, -1.414, 0.103)
H (-2.869, -4.975, -2.236)
H (-4.738, -4.215, -3.678)
H (-0.598, -2.491, -1.342)
H (-0.530, -4.521, 1.832)
H (1.603, -5.083, 3.034)
H (3.764, -4.365, 1.998)
H (3.701, -3.122, -0.136)
F (1.470, 2.731, 2.809)
C (2.676, 2.196, 2.479)
F (3.229, 3.027, 1.576)
F (3.439, 2.243, 3.590)
C (2.511, 0.729, 1.959)
O (1.745, 0.034, 2.646)
O (3.114, 0.440, 0.918)
N (0.338, 4.410, 0.099)
C (-0.079, 3.209, -0.348)
O (0.653, 2.472, -0.996)
C (-1.496, 2.822, -0.007)
I (-2.856, 3.747, -1.373)
H (1.317, 4.629, 0.024)
H (-0.227, 4.950, 0.731)
H (-1.788, 3.131, 0.993)
H (-1.640, 1.754, -0.129)
C (-1.706, 0.740, -5.354)
N (-2.010, 0.159, -4.056)
C (-2.830, -1.040, -3.992)
C (-1.357, 0.591, -2.973)
O (-1.455, 0.109, -1.854)
H (-2.342, 0.272, -6.101)
H (-0.663, 0.564, -5.626)
H (-1.908, 1.811, -5.360)
H (-3.849, -0.826, -4.323)
H (-2.861, -1.391, -2.961)
H (-2.408, -1.822, -4.627)
H (-0.719, 1.466, -3.173)
C (-0.324, 2.428, 5.871)
C (-0.148, 0.938, 5.581)
N (-0.499, 0.574, 4.223)
C (-1.734, 0.409, 3.746)
S (-1.991, 0.074, 2.106)
N (-2.760, 0.501, 4.614)
C (-4.161, 0.394, 4.243)
C (-4.744, 1.708, 3.742)
H (-0.060, 2.651, 6.905)
H (-1.352, 2.751, 5.703)
H (0.321, 3.011, 5.215)
H (-0.716, 0.329, 6.292)
H (0.898, 0.661, 5.710)
H (0.269, 0.474, 3.558)
H (-2.556, 0.767, 5.563)
H (-4.700, 0.045, 5.126)
H (-4.244, -0.372, 3.473)
H (-4.670, 2.486, 4.503)
H (-5.795, 1.581, 3.484)
H (-4.207, 2.032, 2.851)
C (4.006, 2.915, -1.573)
C (3.903, 2.056, -2.823)
N (2.763, 1.146, -2.774)
C (2.767, -0.180, -3.022)
S (1.417, -0.936, -3.687)
N (3.868, -0.905, -2.722)
C (4.813, -0.642, -1.637)
C (6.259, -0.657, -2.106)
H (4.864, 3.584, -1.645)
H (4.096, 2.305, -0.674)
H (3.105, 3.519, -1.463)
H (4.806, 1.476, -2.988)
H (3.784, 2.697, -3.703)
H (1.861, 1.574, -2.913)
H (3.744, -1.875, -2.968)
H (4.669, -1.403, -0.867)
H (4.548, 0.294, -1.156)
H (6.513, -1.621, -2.549)
H (6.927, -0.487, -1.261)
H (6.449, 0.112, -2.855)

Results of the Mulliken charge analysis, in e, for atoms 1 through 5: number 1, Rb, carries 0.416; number 2, Br, carries -0.149; number 3, C, carries -0.371; number 4, C, carries -0.191; number 5, C, carries -0.169

Q comes first in stability; the runner-up is 0.0252 hartree higher.